Record 1
Molecular formula: C12H43NO13
Method: DFT, ωB97M-V with the def2-TZVPD basis set

Each line ends with the Löwdin charge.
Cartesian coordinates (Å):
C (9.67, -6.76, 6.83)  -0.10
O (9.51, -5.32, 6.77)  -0.17
C (10.79, -4.82, 6.40)  -0.23
C (11.53, -4.12, 7.55)  -0.38
C (10.64, -2.92, 7.96)  -0.05
N (12.95, -3.67, 7.20)  0.05
H (10.14, -7.22, 5.94)  0.08
H (8.68, -7.26, 6.98)  0.09
H (10.22, -7.08, 7.78)  0.10
H (11.41, -5.65, 5.97)  0.11
H (10.73, -4.07, 5.61)  0.12
H (11.60, -4.82, 8.39)  0.11
H (10.71, -2.17, 7.17)  0.08
H (10.95, -2.45, 8.92)  0.08
H (9.62, -3.34, 7.97)  0.07
H (13.51, -4.47, 6.88)  0.04
H (13.03, -3.02, 6.45)  0.06
O (11.91, -13.28, 10.22)  -0.01
C (11.87, -12.34, 11.21)  -0.30
C (13.14, -11.61, 11.31)  -0.26
O (13.46, -10.97, 10.11)  -0.07
H (11.10, -13.74, 10.13)  0.07
H (11.11, -11.65, 10.89)  0.11
H (11.75, -12.66, 12.23)  0.12
H (13.92, -12.26, 11.65)  0.12
H (13.06, -10.88, 12.20)  0.14
H (12.77, -10.28, 9.89)  0.12
O (15.34, -9.14, 10.60)  -0.09
C (15.64, -8.84, 11.97)  -0.20
C (14.82, -7.69, 12.43)  -0.19
O (13.39, -7.94, 12.43)  -0.10
H (14.65, -9.84, 10.54)  0.04
H (15.42, -9.70, 12.58)  0.11
H (16.68, -8.61, 12.11)  0.12
H (14.89, -6.75, 11.86)  0.11
H (14.95, -7.47, 13.50)  0.13
H (13.01, -7.61, 11.60)  0.05
O (11.16, -9.16, 10.84)  -0.10
C (9.98, -8.81, 11.62)  -0.19
C (10.12, -8.64, 13.14)  -0.20
O (10.97, -7.53, 13.47)  -0.07
H (11.50, -8.33, 10.51)  -0.01
H (9.50, -7.92, 11.21)  0.12
H (9.26, -9.60, 11.42)  0.11
H (10.50, -9.48, 13.64)  0.10
H (9.11, -8.43, 13.46)  0.12
H (11.84, -7.82, 13.65)  0.03
O (14.63, -6.10, 7.08)  -0.13
C (14.40, -7.12, 6.07)  -0.24
C (13.94, -8.47, 6.54)  -0.24
O (12.66, -8.55, 7.14)  -0.08
H (15.09, -6.55, 7.88)  0.06
H (13.67, -6.70, 5.40)  0.10
H (15.34, -7.46, 5.42)  0.15
H (14.76, -8.69, 7.23)  0.13
H (14.01, -9.17, 5.74)  0.11
H (11.94, -8.43, 6.47)  0.11
O (15.40, -6.65, 9.47)  -0.03
H (14.77, -6.01, 9.81)  0.00
H (15.06, -7.48, 9.77)  -0.01
O (13.65, -4.58, 10.19)  -0.05
H (13.62, -4.23, 9.30)  0.02
H (12.84, -4.22, 10.59)  0.06
O (10.66, -5.20, 11.43)  -0.04
H (10.22, -4.42, 11.79)  0.05
H (10.85, -5.75, 12.18)  0.00
O (12.46, -7.35, 9.64)  -0.05
H (12.46, -7.69, 8.73)  0.03
H (12.48, -6.36, 9.66)  0.06

Computed properties:
Total charge ... 0
LUMO ... 0.4618 eV
HOMO energy ... -9.48 eV
Energy relative to the best compared isomer or geometry (same formula, charge and spin) ... 0.0 kcal/mol
Kohn-Sham gap ... 0.3653 Eh

Record 2
Molecular formula: C12H44N22O14
Method: DFT, ωB97M-V with the def2-TZVPD basis set

Each line ends with the Löwdin charge.
Cartesian coordinates (Å):
C (0.16, 0.26, 0.22)  -0.90
O (0.86, 0.67, -0.78)  0.03
O (-0.25, -0.92, 0.13)  0.08
O (-0.04, 1.02, 1.15)  0.07
C (-0.44, 4.53, -0.13)  -0.77
O (-0.35, 5.64, -0.66)  0.01
N (-1.27, 3.61, -0.35)  0.22
N (0.65, 4.13, 0.54)  0.15
H (-1.18, 2.69, 0.07)  0.08
H (-2.16, 3.92, -0.71)  0.14
H (0.54, 3.23, 0.98)  0.04
H (1.38, 4.79, 0.76)  0.13
C (-3.41, -2.82, -2.50)  -0.74
O (-4.22, -3.74, -2.63)  0.04
N (-2.74, -2.18, -3.44)  0.18
N (-3.10, -2.22, -1.39)  0.14
H (-2.11, -1.41, -3.29)  0.07
H (-2.76, -2.62, -4.35)  0.13
H (-2.20, -1.79, -1.18)  0.07
H (-3.61, -2.50, -0.57)  0.11
C (1.53, -2.74, 3.12)  -0.77
O (2.49, -3.36, 3.45)  0.08
N (0.28, -3.13, 3.02)  0.19
N (1.63, -1.43, 2.88)  0.15
H (0.01, -3.90, 3.62)  0.13
H (-0.31, -2.51, 2.50)  0.06
H (1.08, -1.02, 2.14)  0.05
H (2.52, -0.97, 3.04)  0.09
C (-0.56, 0.46, -3.97)  -0.80
O (-1.06, 0.29, -5.03)  0.09
N (-0.98, 1.16, -3.02)  0.17
N (0.00, -0.53, -3.31)  0.15
H (-1.87, 1.60, -3.21)  0.13
H (-0.72, 1.07, -2.05)  0.07
H (0.37, -1.36, -3.76)  0.12
H (0.31, -0.35, -2.37)  0.04
C (-3.04, -1.70, 2.51)  -0.81
O (-3.97, -2.21, 3.08)  0.07
N (-2.54, -0.54, 2.91)  0.19
N (-2.43, -2.21, 1.54)  0.16
H (-1.74, -0.13, 2.45)  0.06
H (-2.85, -0.35, 3.85)  0.12
H (-2.57, -3.20, 1.37)  0.13
H (-1.78, -1.71, 0.94)  0.04
C (3.74, 1.94, 1.91)  -0.82
O (4.78, 2.31, 2.34)  0.09
N (3.45, 1.92, 0.65)  0.19
N (2.78, 1.44, 2.63)  0.18
H (2.54, 1.73, 0.25)  0.05
H (4.14, 2.16, -0.04)  0.12
H (2.96, 1.24, 3.61)  0.14
H (1.88, 1.38, 2.19)  0.05
C (-4.22, 1.22, -0.64)  -0.80
O (-4.64, 1.96, 0.24)  0.03
N (-3.07, 0.64, -0.75)  0.17
N (-4.82, 1.07, -1.75)  0.18
H (-2.89, 0.13, -1.60)  0.07
H (-2.41, 0.60, 0.01)  0.09
H (-4.71, 0.18, -2.22)  0.12
H (-5.61, 1.67, -1.94)  0.13
C (3.06, 3.01, -2.64)  -0.73
O (3.68, 4.00, -3.01)  0.03
N (3.58, 1.80, -2.59)  0.16
N (1.95, 3.01, -1.91)  0.17
H (4.55, 1.63, -2.81)  0.13
H (2.91, 1.17, -2.18)  0.05
H (1.57, 2.24, -1.37)  0.04
H (1.53, 3.91, -1.75)  0.10
C (3.50, -1.80, -1.17)  -0.77
O (4.47, -2.43, -1.57)  0.04
N (2.70, -1.05, -1.88)  0.15
N (3.06, -1.86, 0.06)  0.19
H (3.03, -0.87, -2.82)  0.13
H (1.94, -0.63, -1.37)  0.04
H (2.28, -1.33, 0.44)  0.07
H (3.67, -2.34, 0.70)  0.13
C (0.02, -4.39, -1.44)  -0.75
O (-0.16, -5.29, -2.27)  0.02
N (0.98, -3.55, -1.50)  0.18
N (-0.59, -4.19, -0.27)  0.16
H (1.59, -3.63, -2.30)  0.13
H (0.93, -2.74, -0.90)  0.06
H (-1.40, -4.79, -0.17)  0.12
H (-0.59, -3.29, 0.19)  0.04
C (-0.05, 2.24, 4.53)  -0.82
O (0.17, 2.57, 5.65)  0.06
N (-0.35, 1.07, 4.15)  0.18
N (0.35, 2.97, 3.52)  0.17
H (-0.52, 0.34, 4.83)  0.13
H (-0.36, 0.86, 3.16)  0.04
H (0.24, 2.42, 2.69)  0.03
H (0.82, 3.86, 3.52)  0.13

Computed properties:
Total charge ... -1
LUMO (alpha / beta) ... 1.8053 / -4.0408 eV
Spin multiplicity ... 2
HOMO energy (alpha / beta) ... -8.17 / -8.14 eV
Kohn-Sham gap (alpha / beta) ... 0.3668 / 0.1508 Eh

Record 3
Molecular formula: C12H46N8O11
Method: DFT, ωB97M-V with the def2-TZVPD basis set

Each line ends with the Löwdin charge.
Cartesian coordinates (Å):
N (11.69, 2.82, -5.92)  0.16
C (10.51, 2.60, -5.42)  -0.58
N (10.55, 2.09, -4.20)  0.14
O (9.30, 2.86, -6.09)  -0.16
H (11.83, 3.07, -6.91)  0.15
H (12.53, 2.68, -5.42)  0.03
H (9.70, 1.80, -3.69)  0.13
H (11.42, 1.80, -3.74)  0.04
N (12.24, 1.78, -2.04)  0.12
C (12.98, 0.79, -1.67)  -0.64
N (12.39, -0.38, -1.51)  0.17
O (14.32, 0.92, -1.35)  -0.12
H (12.62, 2.77, -2.21)  0.17
H (11.24, 1.65, -1.78)  0.13
H (13.03, -1.17, -1.33)  0.04
H (11.40, -0.56, -1.68)  0.11
N (17.27, -1.30, -8.38)  0.16
C (16.77, -0.87, -7.28)  -0.60
N (16.32, 0.33, -7.51)  0.18
O (16.83, -1.43, -6.03)  -0.09
H (17.80, -2.23, -8.35)  0.17
H (17.05, -1.07, -9.34)  0.12
H (15.64, 0.56, -6.75)  0.10
H (16.01, 0.66, -8.42)  0.13
N (16.43, -3.90, -5.41)  0.13
C (15.29, -3.93, -4.76)  -0.65
N (15.24, -5.04, -4.15)  0.15
O (14.39, -2.93, -4.66)  -0.09
H (16.62, -2.87, -5.62)  0.04
H (16.80, -4.66, -5.96)  0.10
H (14.32, -5.14, -3.63)  0.16
H (16.01, -5.71, -4.13)  0.13
C (10.73, -1.33, -4.54)  -0.06
C (11.03, -2.63, -3.81)  -0.35
O (9.92, -3.10, -3.24)  -0.03
H (10.95, -0.48, -3.91)  0.02
H (9.69, -1.17, -4.89)  0.11
H (11.45, -1.26, -5.33)  0.03
H (11.75, -2.48, -2.94)  0.11
H (11.49, -3.41, -4.36)  0.10
H (9.60, -2.47, -2.66)  0.05
C (15.00, -2.15, -1.40)  -0.15
O (13.68, -2.53, -1.02)  -0.14
H (15.02, -1.46, -2.30)  0.09
H (15.82, -2.90, -1.58)  0.09
H (15.42, -1.65, -0.58)  0.06
H (13.83, -3.30, -0.44)  0.12
C (14.04, 0.15, -4.84)  -0.19
O (13.64, 0.62, -6.05)  -0.11
H (14.45, 0.94, -4.16)  0.07
H (14.88, -0.54, -4.76)  0.06
H (13.14, -0.23, -4.28)  0.09
H (12.73, 0.77, -6.05)  0.01
C (13.79, -2.30, -8.14)  -0.18
O (12.96, -2.67, -7.09)  -0.12
H (13.86, -1.23, -8.28)  0.05
H (13.38, -2.61, -9.08)  0.08
H (14.73, -2.75, -7.95)  0.06
H (13.32, -2.30, -6.24)  0.05
C (14.64, 3.63, -5.57)  -0.15
O (13.84, 3.62, -4.41)  -0.15
H (14.82, 4.69, -5.77)  0.10
H (14.09, 3.13, -6.38)  0.07
H (15.63, 3.13, -5.48)  0.07
H (14.00, 4.48, -3.94)  0.12
C (17.43, 1.74, -4.04)  -0.20
O (17.69, 2.68, -3.01)  -0.11
H (16.40, 1.62, -4.41)  0.04
H (17.85, 0.75, -3.93)  0.08
H (17.98, 2.07, -4.92)  0.08
H (17.46, 2.16, -2.21)  0.10
C (10.64, -0.14, -8.02)  -0.15
O (11.39, -0.33, -9.23)  -0.12
H (11.32, -0.31, -7.14)  0.04
H (9.89, -0.95, -7.80)  0.10
H (10.12, 0.80, -7.85)  0.07
H (12.13, 0.30, -9.19)  0.07

Computed properties:
Total charge ... 0
LUMO ... 0.0920 eV
HOMO energy ... -8.98 eV
Energy relative to the best compared isomer or geometry (same formula, charge and spin) ... 35.3 kcal/mol
Kohn-Sham gap ... 0.3335 Eh

no.,DFT total energy (eV)
1,-41246.70662
2,-74611.18318
3,-47627.93130